1.
ORCA calculation (ωB97M-V/def2-TZVPD) on a molecular structure, C5H8O3Yb at a distorted geometry.

Each line ends with the Löwdin charge.
Element x y z (Å)
O1 1.12 2.00 -0.30  -0.0097
C1 1.89 2.93 -0.52  -0.2905
C2 1.58 4.35 -0.16  -0.0585
H1 2.67 2.81 -1.30  0.1195
H2 2.52 4.93 -0.15  0.0799
H3 0.95 4.79 -0.94  0.0971
H4 1.09 4.43 0.82  0.0862
O2 -0.86 -1.35 0.33  -0.0888
O3 1.22 -1.91 0.92  -0.1934
C3 -1.40 -2.69 0.69  -0.4157
C4 -2.26 -3.15 -0.47  -0.1384
C5 0.43 -1.00 0.47  -0.0249
H5 -2.06 -2.48 1.55  0.0820
H6 -2.79 -4.08 -0.19  0.0787
H7 -3.03 -2.41 -0.76  0.0868
H8 -1.67 -3.37 -1.38  0.0697
Yb1 0.58 -3.79 1.40  1.5203

Energy relative to the best compared isomer or geometry (same formula, charge and spin) ... 354.3 kJ/mol
Net charge ... +1
LUMO (alpha / beta) ... -4.82 / -5.66 eV
Multiplicity ... 2
E_HOMO (alpha / beta) ... -12.2097 / -12.1762 eV
Gap between HOMO and LUMO (alpha / beta) ... 7.39 / 6.52 eV



2.
ORCA calculation (ωB97M-V/def2-TZVPD) on a single C5H8OS molecule at a distorted geometry.

Each line ends with the Löwdin charge.
Element x y z (Å)
C1 -1.86 1.30 0.48  -0.0492
C2 -1.67 0.25 -0.34  -0.7233
O1 -1.49 0.28 -1.70  -0.0326
S1 -1.43 -1.36 0.36  0.9433
C3 0.05 -1.78 -0.52  -0.4305
C4 1.05 -0.97 -0.31  -0.2285
C5 1.10 0.02 0.84  -0.1214
H1 -2.08 1.22 1.56  0.0691
H2 -2.04 2.38 0.20  0.0750
H3 -1.69 1.22 -1.98  0.1418
H4 -0.12 -2.36 -1.43  0.0769
H5 2.12 -1.19 -0.69  0.1319
H6 0.24 0.52 0.98  -0.0357
H7 1.90 0.80 0.69  0.1005
H8 1.27 -0.50 1.77  0.0827

Energy relative to the best compared isomer or geometry (same formula, charge and spin) ... 231.6 kJ/mol
LUMO ... 0.71 eV
SMILES string ... C=C(O)S/C=C\C
E_HOMO ... -8.5402 eV
Gap between HOMO and LUMO ... 9.25 eV



3.
ORCA calculation (ωB97M-V/def2-TZVPD) on a single C5H8OS2 molecule at a distorted geometry.

Each line ends with the Löwdin charge.
Element x y z (Å)
C1 -2.50 1.09 0.24  0.0000
C2 -1.81 0.04 0.77  -0.2396
C3 -0.52 -0.55 0.31  -0.6664
C4 0.64 -0.18 1.27  -0.5503
S1 1.04 1.62 1.42  0.6908
S2 -0.27 -0.21 -1.45  0.9763
C5 0.88 -1.49 -1.82  -0.5738
O1 1.67 -2.02 -1.05  -0.0287
H1 -2.21 1.56 -0.71  0.0492
H2 -3.34 1.50 0.78  0.0575
H3 -2.17 -0.39 1.70  0.1071
H4 -0.56 -1.65 0.42  0.1195
H5 1.58 -0.64 0.99  0.0500
H6 0.29 -0.60 2.26  0.0933
H7 -0.27 1.97 1.53  -0.1559
H8 0.88 -1.66 -2.90  0.0711

Energy relative to the best compared isomer or geometry (same formula, charge and spin) ... 115.0 kJ/mol
LUMO ... 0.65 eV
SMILES string ... C=C[C@H](CS)SC=O
E_HOMO ... -9.1474 eV
Gap between HOMO and LUMO ... 9.79 eV



4.
ORCA calculation (ωB97M-V/def2-TZVPD) on a single C5H8OSi molecule at a distorted geometry.

Each line ends with the Löwdin charge.
Element x y z (Å)
C1 -1.50 1.16 0.67  -0.1316
C2 -0.31 1.58 0.03  -0.1147
C3 -1.60 0.08 1.40  -0.2236
C4 0.94 0.76 0.15  -0.2849
C5 1.12 -0.43 -0.78  -0.4381
O1 -1.89 -0.99 1.75  0.1415
Si1 0.04 -1.89 -0.93  0.7213
H1 -2.40 1.84 0.66  0.1444
H2 -0.21 2.63 -0.39  0.1140
H3 1.89 1.42 0.23  0.1384
H4 0.85 0.21 1.09  0.0906
H5 1.46 -0.22 -1.71  0.0032
H6 2.09 -1.05 -0.49  0.1026
H7 0.85 -3.04 -0.80  -0.1276
H8 -1.34 -2.08 -0.89  -0.1354

Energy relative to the best compared isomer or geometry (same formula, charge and spin) ... 449.6 kJ/mol
LUMO (alpha / beta) ... -0.03 / 0.00 eV
E_HOMO (alpha / beta) ... -7.0959 / -6.5843 eV
Gap between HOMO and LUMO (alpha / beta) ... 7.07 / 6.58 eV